The following is a quantum chemistry calculation of a cluster of 2 separate species, C2H5N3O in total, from OMol25.

Values from the calculation:
LUMO level (spin up / spin down): -1.74 / 0.67 eV
Strongest force on any atom: 4.3 eV/A
Spin multiplicity: 1
Relative energy (zero: lowest compared OMol25 entry of this formula, charge and spin): 177.7 kcal per mole
E: -8665.9374 eV
HOMO-LUMO gap (spin up / spin down): 6.71 / 10.35 eV

Element x y z (Å)
C: -2.15598 -0.25794 0.06922
C: 2.60758 -0.18391 -0.19836
N: -0.76861 -0.66664 -0.09549
N: -0.08376 0.28125 0.29900
N: -0.68724 1.35087 0.50212
O: -2.02116 1.13865 0.36932
H: -2.63060 -0.45175 -0.90828
H: -2.84847 -0.65531 0.89027
H: 3.14703 0.76509 0.11078
H: 2.34397 -0.25151 -1.18578
H: 3.09724 -1.06880 0.14720

Atom charges from the Löwdin analysis, given in e for atoms 1 to 6: number 1, C, carries -0.19; number 2, C, carries 0.04; number 3, N, carries 0.06; number 4, N, carries -0.09; number 5, N, carries 0.05; number 6, O, carries -0.07